The following is a quantum chemistry calculation of a 2-piece molecular cluster, C6H10O overall at a distorted geometry, from the Open Molecules 2025 dataset.

Element x y z (Å)
C (3.060516, -0.920662, -1.550365)
C (2.588990, 0.295663, -1.897810)
C (1.716413, 1.079044, -1.040868)
C (0.669968, 0.550664, -0.338224)
C (-0.243282, 1.384741, 0.413136)
C (-1.386669, 0.878906, 0.947542)
H (3.802266, -1.345044, -2.209586)
H (2.684006, -1.417587, -0.682218)
H (2.436437, 0.353826, -2.982183)
H (1.754603, 2.152113, -1.238568)
H (0.265828, -0.491503, -0.292386)
H (-0.032630, 2.444724, 0.288180)
H (-1.445091, -0.169953, 0.697542)
H (-2.184189, 1.487200, 1.298968)
O (-4.546616, -2.382692, 2.665146)
H (-5.317842, -1.862776, 2.387499)
H (-3.925042, -1.905810, 2.094172)

Atomic forces in eV per Å
C 0.0 1.4 -0.6
C -0.9 -2.4 -0.3
C -2.0 -0.9 -0.1
C 0.3 0.2 0.0
C -1.4 0.5 -0.1
C 2.4 0.4 -1.7
H -0.4 -0.8 -0.1
H 0.7 -0.1 0.9
H 1.2 1.3 0.1
H 0.0 -0.1 0.7
H 1.5 0.5 -0.5
H -0.2 0.1 0.7
H -0.8 -0.3 0.7
H -0.4 0.1 0.5
O -0.2 1.1 -0.9
H -0.4 -0.5 0.6
H 0.6 -0.5 0.3

The value obtained for the total energy is -8428.4166 eV. The gap between HOMO and LUMO is 8.80 eV.

=====

The following is a quantum chemistry calculation of C6H10O as an isolated structure at a distorted geometry, from the Open Molecules 2025 dataset.

Element x y z (Å)
O (1.044150, -1.552670, 1.435456)
C (1.232703, -1.960627, 0.293715)
C (1.250939, -1.111679, -0.885895)
C (0.987757, 0.391366, -0.621657)
C (-0.369232, 0.596069, 0.029988)
C (-1.171219, 1.577012, -0.375824)
C (-2.550355, 1.670980, 0.197756)
H (1.624659, -2.944258, 0.118859)
H (1.422368, -1.331819, -1.932303)
H (0.193525, -1.671732, -0.456953)
H (1.872604, 0.579770, 0.012140)
H (1.001214, 0.983285, -1.536413)
H (-0.625026, -0.040146, 0.870388)
H (-0.795231, 2.272135, -1.114768)
H (-2.629853, 1.004607, 1.051392)
H (-3.350124, 1.490225, -0.509199)
H (-2.672185, 2.665217, 0.631916)

Atomic forces in eV per Å
O -0.2 0.0 0.3
C 3.5 0.6 1.0
C -2.9 1.2 0.7
C 0.3 -1.3 0.6
C 1.0 0.8 -0.3
C -0.1 -1.2 0.4
C 0.5 1.0 0.6
H -0.4 -1.3 -0.3
H 0.2 -1.0 0.3
H -0.6 0.7 -2.6
H -0.5 0.9 0.1
H 0.3 -0.2 0.0
H -0.1 -0.1 -0.2
H -0.3 0.1 -0.2
H -0.1 -0.3 -0.1
H -0.1 0.0 -0.2
H -0.3 0.2 -0.2

The value obtained for the total energy is -8428.3870 eV. The gap between HOMO and LUMO is 10.18 eV.

=====

The following is a quantum chemistry calculation of one molecule with the formula C6H10O at a distorted geometry, from the Open Molecules 2025 dataset.

Element x y z (Å)
C (-1.748800, -0.481459, 1.067350)
C (-0.498936, 0.249751, 0.600231)
C (-0.396121, 1.105925, -0.512487)
C (0.706545, 0.735785, -1.435847)
C (1.272922, -0.575391, -0.869923)
C (0.788178, -0.619273, 0.605830)
O (1.473234, 0.091621, 1.514328)
H (-1.550433, -0.967331, 2.025631)
H (-1.986693, -1.253170, 0.327639)
H (-2.607641, 0.187472, 1.167311)
H (-0.879891, 2.082406, -0.568871)
H (1.437981, 1.555400, -1.459880)
H (0.340532, 0.642169, -2.470612)
H (0.863449, -1.435940, -1.413353)
H (2.363134, -0.620772, -0.927528)
H (0.558189, -1.666535, 0.899413)
H (-0.135649, 0.969342, 1.450767)

Atomic forces in eV per Å
C 0.0 -0.1 -0.2
C 0.5 0.2 2.2
C -0.3 0.7 -1.5
C 0.0 0.3 -0.2
C 0.2 0.2 0.1
C -0.6 -1.0 -1.1
O 0.6 0.1 0.3
H -0.1 0.1 -0.1
H -0.1 0.1 0.1
H 0.1 -0.1 0.0
H 0.1 -0.3 0.1
H 0.1 -0.2 0.0
H 0.1 0.0 0.1
H 0.1 0.1 0.2
H -0.1 0.0 0.0
H 0.2 0.3 0.1
H -0.7 -0.3 -0.2

The value obtained for the total energy is -8427.6861 eV. The gap between HOMO and LUMO (spin up / spin down) is 9.99 / 6.80 eV.

=====

The following is a quantum chemistry calculation of one molecule with the formula C6H10O, from the Open Molecules 2025 dataset.

Element x y z (Å)
C (-1.571312, -0.511631, -0.580154)
C (-0.708675, -1.084379, 0.534390)
O (0.601951, -1.404547, -0.016126)
C (1.643483, -0.641840, 0.138973)
C (1.861226, 0.541324, 0.836449)
C (0.849023, 1.272283, 1.480624)
C (-0.981020, 0.737658, -1.235809)
H (-2.549640, -0.280166, -0.139834)
H (-1.738063, -1.290161, -1.334632)
H (-0.576328, -0.372662, 1.350258)
H (-1.091297, -2.049114, 0.880189)
H (2.478601, -1.073551, -0.417843)
H (0.073848, 0.589870, -1.483769)
H (2.916152, 0.838000, 0.781956)
H (1.329585, 2.160551, 1.936925)
H (-1.504132, 0.970949, -2.168815)
H (-1.033394, 1.597423, -0.562781)

Atomic forces in eV per Å
C 0.0 0.0 0.0
C -0.1 0.1 0.1
O 0.3 0.1 0.0
C -0.1 -0.1 -0.1
C -0.2 0.1 0.1
C 0.5 0.0 0.0
C 0.0 0.1 0.0
H 0.1 -0.1 -0.1
H 0.0 0.1 0.1
H -0.1 -0.1 -0.1
H 0.0 0.2 -0.1
H 0.0 0.0 0.2
H -0.2 0.0 -0.1
H -0.2 0.0 0.0
H -0.1 -0.2 -0.1
H 0.0 0.0 0.2
H 0.0 -0.1 -0.1

The value obtained for the total energy is -8427.3538 eV. The gap between HOMO and LUMO is 7.53 eV.

=====

The following is a quantum chemistry calculation of one molecule with the formula C6H10O at a distorted geometry, from the Open Molecules 2025 dataset.

Element x y z (Å)
C (1.030243, -2.293378, -0.090751)
C (0.864972, -1.026403, -0.545307)
C (-0.451307, -0.729896, -1.207264)
O (-0.746894, 0.713378, -1.227330)
C (-0.641845, 1.359665, -0.082706)
C (-1.305540, 2.433197, 0.299881)
C (0.442831, 0.548442, 1.111212)
H (2.007220, -2.741175, -0.002202)
H (0.191271, -2.914828, 0.184407)
H (1.706738, -0.497573, -0.977686)
H (-1.273086, -1.222646, -0.676732)
H (-0.430654, -0.997499, -2.262425)
H (-1.222613, 2.793926, 1.314595)
H (-1.968191, 2.956726, -0.372818)
H (0.539266, 1.438761, 1.730574)
H (1.498484, 0.293212, 1.163467)
H (-0.240897, -0.113908, 1.641085)

Atomic forces in eV per Å
C 0.1 1.4 -0.4
C 0.0 -3.4 -2.1
C -0.3 1.9 1.0
O 0.0 -0.7 -1.3
C 2.9 -2.6 2.5
C -0.1 0.2 0.1
C -2.6 3.7 0.5
H 0.2 0.1 0.3
H -0.2 0.0 0.0
H 0.1 0.2 0.4
H 0.1 -0.1 -0.2
H 0.0 -0.1 0.1
H 0.3 0.1 -0.1
H -0.2 -0.2 -0.1
H -0.5 0.3 0.6
H -0.3 -0.5 -1.2
H 0.5 -0.3 0.0

The value obtained for the total energy is -8427.6316 eV. The gap between HOMO and LUMO is 9.76 eV.

=====

The following is a quantum chemistry calculation of one molecule with the formula C6H10O at a distorted geometry, from the Open Molecules 2025 dataset.

Element x y z (Å)
C (-0.203892, -1.026824, 1.169371)
C (-1.146547, -0.049744, 1.156196)
C (-1.034532, 1.395428, 0.537455)
O (-1.285108, 0.685342, -0.673517)
C (-0.173608, 0.226928, -1.404225)
C (1.160517, 0.002887, -0.685142)
C (1.099006, -1.091513, 0.387175)
H (-0.395438, -1.855363, 1.851146)
H (-2.173961, -0.321829, 1.389332)
H (-0.050337, 1.899735, 0.599939)
H (-1.764409, 2.249955, 0.479593)
H (-0.094478, 1.014828, -2.149489)
H (-0.510901, -0.707613, -1.868906)
H (1.513414, 0.939240, -0.242525)
H (1.892736, -0.250323, -1.464092)
H (1.184925, -2.072493, -0.119697)
H (1.982613, -1.038641, 1.037387)

Atomic forces in eV per Å
C -0.1 0.7 0.4
C 0.4 1.1 2.1
C 0.3 -1.7 -0.7
O -0.6 1.3 -2.3
C 0.2 0.1 -0.6
C -0.1 0.2 0.0
C 0.0 0.3 0.1
H -0.4 -0.3 -0.7
H 0.3 0.1 0.8
H -0.3 -0.6 0.0
H 0.1 -1.3 1.3
H 0.7 -0.3 -0.6
H 0.2 0.1 -0.1
H 0.0 -0.1 -0.1
H -0.1 0.0 0.2
H -0.3 0.3 0.3
H -0.1 0.0 0.0

The value obtained for the total energy is -8428.4060 eV. The gap between HOMO and LUMO is 8.67 eV.

=====

The following is a quantum chemistry calculation of one molecule with the formula C6H10O at a distorted geometry, from the Open Molecules 2025 dataset.

Element x y z (Å)
O (1.256142, -0.815707, 1.063457)
C (0.044550, 0.009572, 1.263880)
C (-1.176543, -0.702569, 0.736169)
C (-1.143254, -0.963881, -0.573197)
C (0.061387, -0.466009, -1.306922)
C (0.360012, 1.022417, -1.043780)
C (0.364581, 1.293542, 0.480366)
H (1.035312, -1.745917, 1.219314)
H (-0.018912, 0.197251, 2.338195)
H (-1.918152, -1.123936, 1.413048)
H (-1.831942, -1.655499, -1.048637)
H (0.074666, -0.724931, -2.368535)
H (0.868468, -0.952590, -0.712486)
H (1.349947, 1.234282, -1.462344)
H (-0.348657, 1.686496, -1.553676)
H (1.356324, 1.607802, 0.820859)
H (-0.333928, 2.099677, 0.734288)

Atomic forces in eV per Å
O -0.3 0.1 1.0
C 0.5 -0.1 0.1
C 0.2 -0.3 -0.2
C 0.0 -0.1 0.3
C 0.4 -0.2 0.1
C 0.0 0.0 0.0
C 0.0 0.0 0.1
H -0.1 0.3 0.1
H -0.1 0.1 -0.1
H 0.1 0.3 -0.1
H -0.2 0.3 0.0
H 0.0 0.1 0.2
H -0.2 0.0 -1.6
H -0.2 0.0 0.1
H 0.0 -0.2 0.1
H -0.1 0.0 -0.1
H 0.0 -0.3 0.1

The value obtained for the total energy is -8430.4594 eV. The gap between HOMO and LUMO is 10.15 eV.

=====

The following is a quantum chemistry calculation of C6H10O as an isolated structure at a distorted geometry, from the Open Molecules 2025 dataset.

Element x y z (Å)
C (-1.206820, -0.220777, 0.586151)
C (-0.411402, -1.708812, -0.482344)
O (0.728985, -1.095960, -0.931859)
C (1.311285, -0.524909, 0.228464)
C (1.563416, 0.929321, 0.013168)
C (0.461487, 1.653239, -0.198931)
C (-0.945155, 1.058960, -0.244083)
H (-1.047728, 0.072287, 1.672798)
H (-2.231651, -0.543845, 0.562150)
H (-0.204684, -2.538670, 0.219756)
H (-0.930420, -2.111868, -1.386348)
H (0.423199, -0.543501, 0.897736)
H (2.083156, -1.170521, 0.646671)
H (2.555354, 1.370508, 0.073395)
H (0.550615, 2.726243, -0.370644)
H (-1.184495, 0.791841, -1.276545)
H (-1.649444, 1.855938, 0.043739)

Atomic forces in eV per Å
C -0.5 -0.7 -1.0
C -0.9 0.9 0.9
O 0.3 -0.1 0.0
C 0.1 0.1 0.5
C -0.1 0.1 0.1
C 0.1 -0.1 0.1
C 0.0 -0.2 -0.2
H 0.4 -1.2 -1.0
H -0.7 0.3 -0.3
H -0.2 0.4 0.0
H -0.4 0.7 0.9
H 1.9 -0.1 0.4
H 0.3 0.2 -0.2
H -0.2 0.0 -0.1
H -0.1 -0.2 0.0
H 0.1 0.3 -0.2
H 0.1 -0.3 0.0

The value obtained for the total energy is -8427.7046 eV. The gap between HOMO and LUMO is 10.22 eV.

=====

The following is a quantum chemistry calculation of a 2-piece molecular cluster, C6H10O overall, from the Open Molecules 2025 dataset.

Element x y z (Å)
C (-1.096894, -0.268617, 1.639424)
C (-1.561293, -1.256270, 0.874737)
C (-2.072836, -0.962198, -0.485321)
O (-1.925511, 0.104947, -1.044858)
H (-0.620346, -0.447916, 2.598576)
H (-1.124594, 0.758567, 1.282741)
H (-1.520294, -2.296715, 1.188630)
H (-2.600700, -1.791779, -0.995826)
C (1.536910, 0.222165, 0.154774)
C (1.566175, 0.349089, -1.337291)
C (1.082544, 1.496776, -0.498773)
H (0.792876, -0.447665, 0.556118)
H (2.464876, 0.237634, 0.716960)
H (2.527927, 0.413983, -1.834564)
H (0.802390, -0.197836, -1.883808)
H (1.728896, 2.363124, -0.392269)
H (0.019874, 1.722712, -0.539248)

Atomic forces in eV per Å
C -0.2 -0.1 0.0
C 0.1 0.2 0.2
C 0.0 0.3 -0.2
O -0.1 -0.5 0.3
H -0.2 0.0 -0.1
H -0.1 -0.2 0.1
H -0.1 0.1 0.0
H 0.0 0.1 0.0
C 0.1 -0.1 0.2
C 0.1 -0.1 -0.2
C 0.0 0.2 0.0
H 0.2 0.1 0.0
H 0.0 0.0 -0.2
H -0.1 0.1 0.0
H 0.2 0.1 0.1
H -0.1 -0.1 0.0
H 0.2 -0.1 0.0

The value obtained for the total energy is -8429.3348 eV. The gap between HOMO and LUMO is 10.09 eV.

=====

The following is a quantum chemistry calculation of C6H10O as an isolated structure, from the Open Molecules 2025 dataset.

Element x y z (Å)
C (0.301877, 0.920737, 2.067128)
C (0.174249, -0.117473, 0.966282)
C (-1.061322, -0.041084, 0.030653)
C (-0.127554, -0.419391, -1.115736)
C (-0.222565, -1.602974, -1.995574)
O (-0.407404, 0.167766, -2.420967)
C (1.081778, 0.006486, -0.285936)
H (0.200472, 1.934721, 1.661476)
H (-0.475226, 0.784709, 2.828417)
H (1.275020, 0.854225, 2.566967)
H (0.262667, -1.125653, 1.387528)
H (-1.902636, -0.713600, 0.223959)
H (-1.427193, 0.988238, -0.059669)
H (0.292849, -0.176917, -3.015441)
H (-1.287458, -1.893484, -2.011910)
H (1.347757, 1.054730, -0.473169)
H (1.974688, -0.621035, -0.354008)

Atomic forces in eV per Å
C 0.0 0.0 0.0
C 0.0 0.0 0.1
C -0.2 -0.1 0.0
C 0.0 -0.2 0.0
C -0.2 -0.1 0.3
O 0.0 0.0 -0.2
C 0.1 0.0 -0.1
H 0.0 -0.1 0.0
H 0.1 0.0 -0.1
H -0.1 0.0 -0.1
H 0.0 0.1 -0.1
H 0.1 0.1 0.0
H 0.1 -0.1 0.0
H 0.1 0.4 0.0
H 0.1 0.0 0.1
H -0.1 -0.1 0.0
H -0.1 0.1 0.0

The value obtained for the total energy is -8426.9702 eV. The gap between HOMO and LUMO is 9.38 eV.

=====

The following is a quantum chemistry calculation of one molecule with the formula C6H10O, from the Open Molecules 2025 dataset.

Element x y z (Å)
C (2.482650, 0.105785, 0.176207)
C (0.990841, 0.305070, 0.237037)
C (0.113991, -0.712379, 0.242062)
C (-1.396123, -0.617440, 0.179016)
C (-1.917433, -0.409555, -1.244163)
C (0.571920, 1.716400, 0.125319)
O (-0.089070, 2.123553, 1.182389)
H (2.967758, 0.554033, 1.052366)
H (2.912285, 0.587774, -0.709027)
H (2.716924, -0.961788, 0.151685)
H (0.530112, -1.720624, 0.172773)
H (-1.790751, 0.195186, 0.795962)
H (-1.811304, -1.546331, 0.580769)
H (-3.014049, -0.452786, -1.292423)
H (-1.608806, 0.573463, -1.609753)
H (-1.482876, -1.163505, -1.908173)
H (-0.176069, 1.423146, 1.867962)

Atomic forces in eV per Å
C 0.1 -0.1 0.0
C -0.1 0.0 -0.1
C 0.0 0.1 0.0
C -0.1 0.0 0.1
C 0.1 0.0 -0.2
C -0.2 -0.1 0.3
O 0.1 -0.1 -0.1
H 0.0 -0.1 -0.1
H -0.1 -0.1 0.1
H 0.0 0.1 0.0
H -0.1 0.2 0.0
H 0.1 -0.1 0.0
H 0.0 0.1 0.0
H 0.3 -0.1 0.0
H 0.0 -0.1 0.0
H -0.2 0.1 0.0
H 0.0 0.0 -0.1

The value obtained for the total energy is -8428.5290 eV. The gap between HOMO and LUMO is 9.09 eV.

=====

The following is a quantum chemistry calculation of one molecule with the formula C6H10O at a distorted geometry, from the Open Molecules 2025 dataset.

Element x y z (Å)
C (-0.698642, 1.202273, 2.976062)
C (0.168096, 0.621101, 1.893420)
C (-0.270404, 0.409776, 0.661799)
C (0.574104, 0.105009, -0.491230)
C (0.172010, -0.707335, -1.456504)
C (0.846248, -0.986151, -2.761494)
O (-1.185257, -1.040230, -1.511194)
H (-1.729146, 0.832599, 2.873573)
H (-0.358865, 0.967735, 3.984414)
H (-0.779035, 2.290774, 2.870734)
H (1.237040, 0.606075, 2.107333)
H (-1.340970, 0.520975, 0.501296)
H (1.623614, 0.354992, -0.538376)
H (0.859417, -2.063218, -2.966041)
H (1.862617, -0.617720, -2.862629)
H (0.245369, -0.521833, -3.542098)
H (-1.226197, -1.974822, -1.739065)

Atomic forces in eV per Å
C -0.7 -0.3 -0.1
C 0.4 1.0 0.4
C -0.1 0.2 0.0
C 0.3 -1.0 0.3
C -1.2 0.9 -1.1
C 0.1 -0.5 0.0
O 0.5 -0.4 0.4
H 0.2 0.0 0.1
H 0.1 0.0 0.0
H 0.3 -0.1 0.1
H -0.1 -0.2 -0.1
H 0.1 -0.2 -0.2
H 0.1 0.4 0.3
H 0.0 0.1 0.0
H 0.1 0.1 0.3
H 0.0 0.0 -0.1
H -0.3 0.0 -0.1

The value obtained for the total energy is -8430.3652 eV. The gap between HOMO and LUMO is 9.08 eV.